This record from OMol25 describes a molecular structure, C14H33B4HgNO5. The level of theory is the ωB97M-V functional and the def2-TZVPD basis.

Atoms and positions in Å:
Hg  0.5077  2.3171  4.2766
O  -1.0290  3.2828  -1.0825
O  -1.9654  -4.2314  0.9075
O  -1.8771  3.6883  -4.7021
O  0.9595  3.5128  -2.6723
O  -0.0615  5.5772  -1.5093
N  -1.5195  1.1634  -4.1380
C  -1.1019  0.8882  -5.5823
C  0.2157  -5.3963  1.5609
C  2.4400  0.2772  1.1928
C  1.3303  -4.4719  2.3319
C  -3.3102  -4.7621  0.6282
C  1.6134  -3.0207  1.5629
C  -2.9625  0.7841  -3.8845
C  2.0181  1.6930  1.9718
C  -1.3247  -4.9836  2.0368
C  -0.1290  3.4385  2.0336
C  3.1409  -0.8229  2.2325
C  2.0711  -1.9654  2.7516
C  0.4301  1.9511  1.6195
C  0.2653  4.6379  0.9870
B  -0.4788  3.1327  -2.4603
B  -1.3234  2.6328  -3.7861
B  0.9288  5.0020  -2.4826
B  -0.3166  4.4555  -0.5388
H  3.9566  -1.3833  1.5657
H  -1.9453  -5.9258  2.3520
H  0.9566  -4.1701  3.4217
H  2.6026  -2.6126  3.5857
H  2.4366  -3.1714  0.7333
H  2.7179  2.5486  1.5286
H  -1.2317  -4.2824  2.9782
H  -0.9532  -0.2643  -5.8137
H  0.5891  -2.6947  1.0904
H  1.0850  -1.4643  3.1609
H  -0.2287  5.6373  1.4126
H  -3.8612  -5.1807  1.5768
H  3.1176  0.4749  0.2400
H  1.6318  5.7067  -3.1099
H  2.1897  1.5321  3.1284
H  -3.5919  1.7149  -3.4888
H  -3.4757  0.3393  -4.8445
H  0.3914  3.7207  3.0701
H  2.3293  -5.0701  2.4785
H  1.4273  -0.2256  0.8521
H  -0.0730  1.4173  -5.8068
H  1.4128  4.8639  0.9011
H  -1.9302  1.2917  -6.3281
H  -3.2129  -5.6566  -0.1416
H  -2.9577  -0.0504  -3.0359
H  -3.9646  -3.9107  0.1560
H  0.2807  1.6658  0.4924
H  -1.2840  3.3665  2.2829
H  -0.1870  1.1601  2.2658
H  3.7197  -0.3095  3.1117
H  0.3088  -5.3470  0.3840
H  0.3627  -6.5262  1.8640
H  -1.1406  4.0259  -5.3181

Calculated values
E_tot	-1236.1991	hartree
net charge	+2
HOMO level	-13.75	eV
gap between HOMO and LUMO	1.752	eV